# 1
{"formula": "C4H8N2OS", "method": "ωB97M-V/def2-TZVPD", "lumo_energy_ev": 0.12, "homo_lumo_gap_ha": 0.3068, "smiles": "CN1C[C@@H](O)C(=S)N1", "e_above_lowest_ev": 3.165, "total_energy_ha": -740.04569, "largest_force_ha_per_bohr": 0.09086, "homo_energy_ev": -8.23, "elements": ["C", "N", "C", "C", "O", "C", "S", "N", "H", "H", "H", "H", "H", "H", "H", "H"], "positions_angstrom": [[2.920, -0.617, -0.369], [1.665, -0.343, 0.356], [1.112, 1.105, 0.362], [-0.420, 1.043, 0.407], [-0.843, 1.949, -0.565], [-0.720, -0.359, 0.149], [-2.264, -0.912, -0.053], [0.470, -1.134, -0.050], [2.897, -0.584, -1.497], [3.394, -1.623, -0.006], [3.688, 0.106, -0.078], [1.727, 1.746, 1.103], [1.324, 1.243, -0.796], [-0.788, 1.444, 1.522], [-1.832, 2.081, -0.523], [0.264, -2.100, 0.196]]}

# 2
{"formula": "C34H58F16N8O15S2", "method": "ωB97M-V/def2-TZVPD", "lumo_energy_ev": 0.33, "homo_lumo_gap_ha": 0.3369, "smiles": "O=C1O[C@@H](S(=O)(=O)C(F)(F)C(F)(F)C(F)(F)F)[C@@H](S(=O)(=O)C(F)(F)C(F)(F)C(F)(F)C(F)(F)F)O1.CN(C)C=O.CN(C)C=O.CN(C)C=O.CN(C)C=O.CN(C)C=O.CN(C)C=O.CN(C)C=O.CN(C)C=O", "total_energy_ha": -5291.12348, "largest_force_ha_per_bohr": 0.07583, "homo_energy_ev": -8.84, "elements": ["O", "C", "O", "C", "S", "O", "O", "C", "F", "F", "C", "F", "F", "C", "F", "F", "F", "C", "S", "O", "O", "C", "F", "F", "C", "F", "F", "C", "F", "F", "C", "F", "F", "F", "O", "H", "H", "C", "N", "C", "C", "O", "H", "H", "H", "H", "H", "H", "H", "C", "N", "C", "C", "O", "H", "H", "H", "H", "H", "H", "H", "C", "N", "C", "C", "O", "H", "H", "H", "H", "H", "H", "H", "C", "N", "C", "C", "O", "H", "H", "H", "H", "H", "H", "H", "C", "N", "C", "C", "O", "H", "H", "H", "H", "H", "H", "H", "C", "N", "C", "C", "O", "H", "H", "H", "H", "H", "H", "H", "C", "N", "C", "C", "O", "H", "H", "H", "H", "H", "H", "H", "C", "N", "C", "C", "O", "H", "H", "H", "H", "H", "H", "H"], "positions_angstrom": [[3.842, 4.952, 0.669], [3.475, 3.916, 0.151], [2.596, 3.797, -0.927], [1.947, 2.577, -0.612], [0.635, 1.999, -1.716], [0.248, 3.102, -2.520], [0.970, 0.794, -2.390], [-0.868, 1.587, -0.656], [-1.585, 0.787, -1.412], [-1.560, 2.689, -0.482], [-0.531, 0.952, 0.706], [-0.355, 1.927, 1.579], [0.575, 0.221, 0.593], [-1.647, 0.033, 1.270], [-2.738, 0.715, 1.510], [-1.194, -0.409, 2.441], [-1.863, -0.996, 0.502], [3.165, 1.720, -0.307], [4.383, 1.440, -1.652], [3.811, 0.654, -2.697], [4.936, 2.668, -2.126], [5.815, 0.451, -0.975], [5.482, -0.811, -0.798], [6.690, 0.480, -1.951], [6.516, 1.021, 0.300], [6.567, 2.340, 0.256], [7.775, 0.597, 0.257], [5.907, 0.494, 1.633], [6.567, -0.612, 1.949], [4.622, 0.167, 1.506], [6.052, 1.465, 2.841], [5.056, 2.298, 2.868], [7.209, 2.081, 2.868], [5.974, 0.718, 3.943], [3.815, 2.620, 0.568], [1.540, 2.763, 0.388], [2.957, 0.744, 0.114], [3.803, 4.836, 7.705], [3.784, 3.873, 6.622], [4.686, 2.736, 6.663], [2.953, 4.004, 5.571], [2.891, 3.232, 4.631], [4.795, 5.285, 7.785], [3.559, 4.340, 8.647], [3.076, 5.623, 7.519], [5.340, 2.750, 5.792], [4.114, 1.807, 6.645], [5.286, 2.776, 7.569], [2.314, 4.896, 5.636], [-1.249, 7.641, 4.877], [0.138, 8.005, 5.123], [0.440, 9.291, 5.726], [1.157, 7.189, 4.809], [2.336, 7.438, 4.992], [-1.703, 8.368, 4.206], [-1.797, 7.633, 5.821], [-1.314, 6.658, 4.423], [1.072, 9.876, 5.056], [0.980, 9.145, 6.662], [-0.483, 9.831, 5.918], [0.825, 6.238, 4.356], [-3.249, -5.615, -0.750], [-3.911, -4.733, 0.192], [-5.246, -5.070, 0.660], [-3.332, -3.612, 0.648], [-3.837, -2.834, 1.439], [-3.842, -5.693, -1.663], [-3.139, -6.608, -0.310], [-2.265, -5.227, -1.003], [-5.939, -4.269, 0.399], [-5.235, -5.181, 1.741], [-5.573, -6.001, 0.207], [-2.322, -3.450, 0.234], [-7.032, 7.829, 4.782], [-5.700, 7.255, 4.783], [-5.234, 6.545, 5.962], [-4.876, 7.357, 3.724], [-3.751, 6.895, 3.674], [-7.122, 8.560, 5.588], [-7.774, 7.042, 4.932], [-7.228, 8.323, 3.834], [-4.336, 7.025, 6.353], [-4.985, 5.516, 5.700], [-6.009, 6.549, 6.724], [-5.320, 7.912, 2.881], [-5.620, -7.579, 6.277], [-5.563, -7.111, 4.907], [-5.865, -5.717, 4.620], [-5.239, -7.924, 3.884], [-5.178, -7.581, 2.719], [-6.626, -7.436, 6.677], [-4.911, -7.021, 6.890], [-5.370, -8.637, 6.324], [-6.711, -5.655, 3.934], [-5.006, -5.240, 4.147], [-6.106, -5.196, 5.543], [-5.026, -8.958, 4.204], [0.392, -0.477, -5.363], [-0.284, -1.763, -5.295], [-0.956, -2.276, -6.475], [-0.305, -2.496, -4.172], [-0.847, -3.585, -4.057], [-0.329, 0.302, -5.620], [1.171, -0.510, -6.126], [0.840, -0.243, -4.402], [-2.016, -2.426, -6.263], [-0.521, -3.236, -6.752], [-0.843, -1.574, -7.296], [0.233, -2.018, -3.336], [0.899, -4.134, -10.786], [1.562, -2.999, -10.167], [3.013, -2.945, -10.151], [0.875, -1.995, -9.600], [1.371, -1.025, -9.054], [1.197, -5.048, -10.276], [1.182, -4.198, -11.839], [-0.180, -4.030, -10.713], [3.371, -2.904, -9.121], [3.357, -2.048, -10.667], [3.418, -3.826, -10.642], [-0.218, -2.134, -9.663], [2.140, -7.761, -6.488], [1.140, -6.904, -7.093], [0.713, -5.704, -6.386], [0.590, -7.180, -8.289], [-0.254, -6.496, -8.838], [1.780, -8.130, -5.526], [3.063, -7.200, -6.330], [2.350, -8.610, -7.136], [-0.359, -5.743, -6.194], [0.920, -4.825, -6.998], [1.244, -5.622, -5.442], [0.981, -8.107, -8.743]]}

# 3
{"formula": "C2H3ClFNOS", "method": "ωB97M-V/def2-TZVPD", "lumo_energy_ev": 0.01, "homo_lumo_gap_ha": 0.3497, "smiles": "CN(SCl)C(=O)F", "e_above_lowest_ev": 0.556, "total_energy_ha": -1166.24088, "largest_force_ha_per_bohr": 0.06883, "homo_energy_ev": -9.50, "elements": ["C", "N", "S", "Cl", "C", "O", "F", "H", "H", "H"], "positions_angstrom": [[-1.181, -0.477, 0.148], [0.141, 0.036, 0.150], [1.364, -0.981, 0.748], [2.289, -2.015, -0.695], [0.467, 1.376, -0.266], [-0.254, 2.203, -0.721], [1.732, 1.672, 0.084], [-1.255, -0.952, -0.784], [-1.354, -1.112, 1.064], [-1.948, 0.251, 0.272]]}

# 4
{"formula": "C3H9NO2", "method": "ωB97M-V/def2-TZVPD", "lumo_energy_ev": 0.59, "homo_lumo_gap_ha": 0.3575, "smiles": "C[C@@H](N)C=O.O", "e_above_lowest_ev": 1.571, "total_energy_ha": -324.91488, "largest_force_ha_per_bohr": 0.01713, "homo_energy_ev": -9.13, "elements": ["C", "C", "N", "C", "O", "H", "H", "H", "H", "H", "H", "H", "O", "H", "H"], "positions_angstrom": [[1.454, -0.752, 0.854], [0.189, -0.392, 0.085], [0.165, -1.087, -1.174], [-1.058, -0.716, 0.925], [-1.462, -1.833, 1.085], [2.197, -1.094, 0.144], [1.302, -1.628, 1.483], [1.787, 0.054, 1.492], [0.141, 0.678, -0.079], [0.197, -2.086, -1.025], [-0.638, -0.892, -1.753], [-1.611, 0.142, 1.376], [-1.085, 2.905, -1.308], [-0.487, 2.867, -0.543], [-1.089, 3.835, -1.562]]}

> What is the formula in the fourth record?

C3H9NO2